Record 1
Density functional theory data (the ωB97M-V functional and the def2-TZVPD basis) for a single C24H33NO5 molecule.

- SMILES = COc1cc(CN2CCC(CO)(CCOc3ccccc3)CC2)cc(OC)c1OC

```
! wB97M-V def2-TZVPD RIJCOSX def2/J DEFGRID3
* xyz 0 1
C -1.17 -2.57 1.31
O -2.45 -2.25 0.82
C -2.73 -0.94 0.56
C -1.86 0.11 0.82
C -2.23 1.41 0.50
C -1.28 2.54 0.79
N 0.10 2.09 0.71
C 0.50 1.76 -0.64
C 1.81 0.97 -0.59
C 2.94 1.73 0.11
C 3.46 2.87 -0.79
O 4.63 3.49 -0.32
C 4.10 0.77 0.45
C 4.76 0.04 -0.72
O 3.90 -0.86 -1.40
C 3.43 -1.96 -0.76
C 2.33 -2.59 -1.36
C 1.77 -3.71 -0.80
C 2.29 -4.24 0.37
C 3.38 -3.64 0.96
C 3.95 -2.50 0.41
C 2.40 2.28 1.44
C 1.06 3.00 1.30
C -3.47 1.65 -0.07
C -4.35 0.61 -0.33
O -5.58 0.81 -0.92
C -5.99 2.12 -1.21
C -3.99 -0.70 -0.01
O -4.75 -1.82 -0.24
C -6.15 -1.74 -0.15
H -1.16 -3.65 1.41
H -0.99 -2.12 2.29
H -0.38 -2.26 0.62
H -0.90 -0.05 1.26
H -1.48 3.39 0.10
H -1.45 2.90 1.81
H -0.27 1.14 -1.09
H 0.61 2.67 -1.26
H 2.10 0.71 -1.61
H 1.62 0.05 -0.04
H 2.67 3.62 -0.93
H 3.72 2.47 -1.78
H 4.44 3.91 0.52
H 3.73 0.03 1.16
H 4.89 1.35 0.94
H 5.65 -0.48 -0.36
H 5.07 0.75 -1.49
H 1.94 -2.16 -2.27
H 0.92 -4.18 -1.28
H 1.84 -5.12 0.81
H 3.80 -4.05 1.87
H 4.81 -2.06 0.89
H 3.13 2.95 1.91
H 2.24 1.44 2.12
H 0.71 3.29 2.29
H 1.17 3.93 0.70
H -3.73 2.67 -0.32
H -6.04 2.74 -0.30
H -5.34 2.60 -1.94
H -6.99 2.02 -1.63
H -6.49 -2.77 -0.05
H -6.59 -1.29 -1.04
H -6.46 -1.17 0.74
*
```

=====

Record 2
Density functional theory data (the ωB97M-V functional and the def2-TZVPD basis) for 2 unconnected molecules or ions with the total composition C5H9BrNOS at a distorted geometry.

```
! wB97M-V def2-TZVPD RIJCOSX def2/J DEFGRID3
* xyz 1 1
C -0.84 -4.06 -3.67
C 0.07 -3.35 -3.41
S 1.24 -2.10 -3.20
Br 0.10 -0.26 -2.91
H -1.70 -4.54 -4.09
H 1.82 -1.95 -4.44
C -0.17 1.98 3.22
C -0.06 0.60 2.62
O -0.03 -0.40 3.29
N 0.02 0.51 1.25
C 0.01 1.57 0.27
H -0.22 1.89 4.30
H 0.71 2.58 2.96
H -1.07 2.48 2.87
H 0.09 -0.44 0.93
H -0.84 1.42 -0.40
H 0.93 1.52 -0.31
H -0.07 2.55 0.73
*
```

=====

Record 3
Density functional theory data (the ωB97M-V functional and the def2-TZVPD basis) for 9 unconnected molecules or ions with the total composition C24H51N9O6 at a distorted geometry.

- SMILES = CN(C)C=O.CN(C)C=O.CN(C)C=O.CN(C)C=O.CN(C)C=O.CN(C)C=O.CC#N.CC#N.CC#N

```
! wB97M-V def2-TZVPD RIJCOSX def2/J DEFGRID3
* xyz 0 1
C -1.02 0.80 -2.63
N -1.15 1.68 -3.74
C 0.02 1.75 -4.63
C -2.05 2.64 -3.83
O -3.05 2.74 -3.16
H -1.87 0.84 -1.95
H -0.09 1.06 -2.13
H -1.00 -0.17 -3.13
H -0.02 2.52 -5.40
H 0.97 1.93 -4.13
H 0.08 0.85 -5.24
H -1.84 3.28 -4.70
C 0.67 1.91 3.91
N -0.64 1.60 4.55
C -0.42 0.68 5.69
C -1.79 2.11 4.14
O -2.90 1.88 4.65
H 1.42 2.41 4.52
H 0.54 2.60 3.08
H 1.12 0.99 3.52
H -1.38 0.36 6.08
H 0.10 -0.25 5.47
H 0.11 1.03 6.57
H -1.58 2.76 3.28
C 3.06 0.87 -2.30
N 3.38 0.71 -3.72
C 3.04 -0.62 -4.20
C 4.00 1.66 -4.46
O 4.29 2.79 -4.11
H 2.02 0.60 -2.08
H 2.99 1.90 -1.96
H 3.73 0.25 -1.70
H 3.66 -1.36 -3.69
H 1.99 -0.76 -3.95
H 3.09 -0.74 -5.29
H 4.07 1.38 -5.52
C 0.08 -2.33 -0.56
N 0.24 -1.06 0.16
C -0.99 -0.53 0.62
C 1.40 -0.57 0.54
O 2.47 -1.17 0.27
H -0.21 -3.07 0.18
H 0.92 -2.69 -1.16
H -0.73 -2.33 -1.30
H -1.40 -1.26 1.31
H -0.78 0.37 1.21
H -1.74 -0.33 -0.15
H 1.34 0.35 1.14
C -5.80 3.39 0.36
N -4.65 2.62 0.79
C -4.83 1.71 1.98
C -3.44 2.77 0.16
O -2.48 2.11 0.47
H -5.44 4.14 -0.35
H -6.37 3.84 1.17
H -6.49 2.79 -0.23
H -3.95 1.11 2.20
H -5.02 2.25 2.91
H -5.71 1.07 1.90
H -3.58 3.36 -0.76
C 5.28 -1.15 2.93
N 4.27 -0.88 3.92
C 3.20 -1.90 4.22
C 4.19 0.31 4.53
O 3.28 0.68 5.27
H 4.86 -0.89 1.96
H 5.46 -2.22 2.82
H 6.27 -0.73 3.13
H 2.72 -1.61 5.15
H 2.45 -1.77 3.45
H 3.58 -2.92 4.31
H 4.95 0.99 4.11
C -5.25 -0.25 -0.82
C -4.25 -1.34 -0.59
N -3.55 -2.22 -0.48
H -4.76 0.58 -1.32
H -5.62 0.04 0.17
H -6.11 -0.60 -1.39
C -1.13 -3.68 -4.08
C -1.29 -2.48 -4.90
N -1.47 -1.53 -5.53
H -1.23 -4.56 -4.73
H -1.90 -3.72 -3.32
H -0.18 -3.73 -3.55
C 3.77 -4.06 0.67
C 2.44 -4.68 0.74
N 1.43 -5.17 0.83
H 4.10 -3.89 1.70
H 3.74 -3.13 0.09
H 4.37 -4.74 0.07
*
```

=====

We obtain ΔE to the lowest compared entry with this formula, charge and spin values of 286.04 277.92 0.00 kJ/mol for the records listed above, in that order.
We obtain calculated total energy values of -37149.51435 -89735.15897 -51409.04533 eV for the records listed above, in that order.